No. 1
Below is C44H31N10O4S6Zr as an isolated structure in a non-equilibrium geometry, with properties calculated with ωB97M-V/def2-TZVPD.

CARTESIAN COORDINATES (ANGSTROEM)
Zr 0.11 -0.04 0.13
N 0.35 3.76 2.44
C 0.28 2.79 1.51
S 1.64 1.73 1.33
N -0.79 2.78 0.75
N -0.78 1.89 -0.30
C -1.54 2.22 -1.29
C -1.63 1.52 -2.53
C -2.29 2.13 -3.61
C -2.26 1.57 -4.87
C -1.56 0.38 -5.08
C -0.94 -0.26 -4.02
C -0.98 0.28 -2.73
O -0.40 -0.37 -1.73
H 1.10 3.74 3.10
H -0.43 4.38 2.57
H -2.08 3.16 -1.21
H -2.79 3.07 -3.44
H -2.77 2.05 -5.70
H -1.50 -0.04 -6.07
H -0.41 -1.19 -4.17
C 11.65 -6.60 -4.22
O 11.12 -5.42 -4.79
C 9.98 -4.92 -4.29
C 9.26 -5.49 -3.24
C 8.13 -4.85 -2.75
C 7.69 -3.64 -3.30
C 8.40 -3.10 -4.38
C 9.52 -3.73 -4.86
C 6.53 -3.00 -2.71
N 5.88 -3.47 -1.66
C 4.88 -2.57 -1.41
C 4.92 -1.53 -2.32
N 5.98 -1.82 -3.14
C 3.98 -0.47 -2.31
C 3.97 0.63 -3.18
C 2.98 1.58 -3.06
C 2.00 1.41 -2.07
N 1.99 0.39 -1.24
C 2.96 -0.54 -1.33
C 2.94 -1.59 -0.34
N 1.97 -1.54 0.62
C 1.97 -2.50 1.54
C 2.89 -3.55 1.56
C 3.85 -3.63 0.59
C 3.90 -2.62 -0.38
H 12.57 -6.80 -4.75
H 10.97 -7.45 -4.34
H 11.87 -6.46 -3.16
H 9.57 -6.42 -2.80
H 7.57 -5.27 -1.93
H 8.08 -2.18 -4.84
H 10.08 -3.32 -5.69
H 6.30 -1.27 -3.92
H 4.74 0.74 -3.93
H 2.94 2.44 -3.71
H 1.21 2.15 -1.96
H 1.22 -2.43 2.31
H 2.82 -4.29 2.35
H 4.58 -4.42 0.55
O -2.89 -6.47 1.90
N -3.78 -5.66 1.75
O -4.96 -5.89 1.86
C -3.39 -4.28 1.45
C -4.21 -3.29 1.89
C -3.87 -1.93 1.69
C -4.72 -0.89 2.12
C -4.33 0.40 1.91
C -3.10 0.65 1.29
N -2.29 -0.30 0.86
C -2.67 -1.58 1.06
C -1.82 -2.63 0.57
N -0.70 -2.27 -0.09
C -0.03 -3.18 -0.76
C -0.36 -4.53 -0.74
C -1.42 -4.94 0.03
C -2.20 -3.99 0.71
H -5.12 -3.55 2.40
H -5.66 -1.13 2.60
H -4.95 1.23 2.22
H -2.77 1.68 1.17
H 0.80 -2.82 -1.37
H 0.20 -5.23 -1.33
H -1.67 -5.99 0.09
C 2.53 0.01 4.93
S 1.61 1.56 5.04
C -0.07 1.04 5.05
C -0.74 0.24 4.19
S -0.19 -0.64 2.81
S -2.40 -0.11 4.67
C -2.48 0.88 6.10
S -3.81 1.03 7.02
S -0.97 1.66 6.43
H 3.58 0.30 4.92
H 2.27 -0.50 4.00
H 2.31 -0.61 5.80

Values from the calculation:
Multiplicity: 1
Energy above the lowest of the compared OMol25 structures with the same formula, charge and spin in kcal/mol: 9.70
LUMO energy in Eh: -0.1267
Kohn-Sham gap in eV: 5.7
Net charge: +1

Atom charges from the Löwdin analysis, given in e for atoms 1 to 6: atom 1 (Zr): 1.505, atom 2 (N): 0.106, atom 3 (C): -0.855, atom 4 (S): 0.613, atom 5 (N): -0.029, atom 6 (N): -0.207

=====

No. 2
Below is C44H32GeMoN5O2S as an isolated structure in a non-equilibrium geometry, with properties calculated with ωB97M-V/def2-TZVPD.

CARTESIAN COORDINATES (ANGSTROEM)
Mo 10.60 -17.74 3.87
C 9.61 -14.81 0.67
C 10.68 -13.93 0.60
C 11.85 -14.20 1.31
C 11.89 -15.28 2.22
N 10.83 -16.18 2.26
C 9.80 -16.02 1.39
N 13.10 -15.40 2.83
C 13.40 -16.36 3.67
N 12.61 -17.26 4.36
C 13.30 -17.87 5.34
N 12.93 -18.83 6.13
C 11.76 -19.51 6.19
C 11.87 -20.86 6.80
C 10.72 -21.50 7.14
C 9.47 -20.90 6.72
C 9.48 -19.77 5.97
N 10.60 -19.08 5.61
C 14.74 -17.52 5.20
C 15.85 -17.87 5.93
C 17.11 -17.37 5.63
C 17.23 -16.40 4.64
C 16.05 -16.03 3.89
C 14.81 -16.56 4.19
H 8.67 -14.64 0.10
H 10.60 -13.06 -0.07
H 12.79 -13.70 1.23
H 9.00 -16.78 1.40
H 12.93 -21.09 7.05
H 10.72 -22.39 7.82
H 8.51 -21.25 7.02
H 8.55 -19.33 5.58
H 15.63 -18.43 6.81
H 18.04 -17.54 6.21
H 18.19 -15.94 4.41
H 16.07 -15.23 3.16
O 12.84 -15.65 6.44
C 11.58 -15.57 6.48
O 10.80 -16.27 7.16
C 10.80 -14.67 5.53
C 11.29 -13.36 5.38
C 10.35 -12.34 5.06
C 9.06 -12.70 4.67
C 8.60 -14.02 4.75
C 9.54 -15.02 5.10
S 8.84 -16.58 4.70
H 12.34 -13.11 5.52
H 10.61 -11.28 5.14
H 8.31 -11.93 4.37
H 7.55 -14.26 4.64
C 10.26 -18.95 2.45
Ge 8.45 -19.68 2.03
C 7.87 -19.20 0.22
C 8.70 -18.50 -0.64
C 8.23 -18.08 -1.84
C 6.88 -18.14 -2.18
C 6.08 -18.92 -1.38
C 6.60 -19.51 -0.23
C 8.62 -21.66 2.00
C 8.55 -22.40 0.83
C 8.91 -23.75 0.78
C 9.25 -24.42 1.95
C 9.15 -23.73 3.14
C 8.89 -22.35 3.19
C 6.81 -19.48 3.14
C 6.42 -20.39 4.14
C 5.12 -20.44 4.61
C 4.14 -19.57 4.08
C 4.53 -18.57 3.17
C 5.84 -18.51 2.75
H 10.96 -18.98 1.60
H 9.63 -18.08 -0.29
H 8.94 -17.55 -2.46
H 6.56 -17.56 -3.03
H 5.09 -19.23 -1.67
H 5.97 -20.23 0.31
H 8.27 -21.86 -0.09
H 8.67 -24.28 -0.13
H 9.39 -25.50 1.90
H 9.20 -24.30 4.09
H 8.93 -21.88 4.14
H 7.15 -21.11 4.52
H 4.76 -21.25 5.29
H 3.12 -19.53 4.39
H 3.76 -17.94 2.82
H 6.16 -17.79 2.00

Values from the calculation:
Multiplicity: 3
Energy above the lowest of the compared OMol25 structures with the same formula, charge and spin in kcal/mol: 0.00
LUMO energy (alpha / beta) in Eh: 0.0662 / 0.0612
Kohn-Sham gap (alpha / beta) in eV: 5.3 / 6.6
Net charge: -1
Expectation value of S²: 2.023

Atom charges from the Löwdin analysis, given in e for atoms 1 to 6: atom 1 (Mo): 1.166, atom 2 (C): -0.063, atom 3 (C): -0.078, atom 4 (C): -0.008, atom 5 (C): -0.307, atom 6 (N): -0.023

=====

No. 3
Below is C44H33BrN10O3Ti as an isolated structure in a non-equilibrium geometry, with properties calculated with ωB97M-V/def2-TZVPD.

CARTESIAN COORDINATES (ANGSTROEM)
Ti -0.42 0.00 1.78
C 3.29 -2.79 0.30
N 2.65 -1.78 1.11
C 1.39 -1.16 0.63
N 1.48 0.19 1.25
C 2.80 0.29 1.66
N 3.53 -0.76 1.55
C 3.44 -2.46 -1.19
C 3.51 -3.49 -2.13
C 3.53 -3.21 -3.49
C 3.39 -1.90 -3.94
C 3.29 -0.88 -3.01
C 3.38 -1.15 -1.64
C 2.91 0.47 -3.46
N 2.87 0.93 -4.66
N 2.28 2.20 -4.57
C 2.01 2.38 -3.33
O 2.39 1.35 -2.56
C 1.34 3.54 -2.72
C 0.83 4.53 -3.57
C 0.21 5.64 -3.03
C 0.12 5.79 -1.66
C 0.63 4.82 -0.80
C 0.58 5.08 0.69
N -0.08 4.04 1.47
C 0.45 2.96 2.02
N -0.50 2.23 2.59
C -1.63 2.96 2.33
N -1.43 4.06 1.66
C 1.22 3.68 -1.34
H 2.72 -3.72 0.38
H 4.27 -2.98 0.75
H 1.38 -1.07 -0.46
H 3.22 1.20 2.06
H 3.52 -4.52 -1.79
H 3.61 -4.02 -4.21
H 3.32 -1.68 -5.00
H 3.35 -0.33 -0.94
H 0.93 4.40 -4.64
H -0.20 6.40 -3.69
H -0.36 6.67 -1.24
H 0.05 6.00 0.89
H 1.59 5.18 1.08
H 1.50 2.74 2.00
H -2.62 2.64 2.62
H 1.59 2.88 -0.69
C 0.99 -0.19 5.84
C -0.15 -0.51 6.55
C -1.30 -0.79 5.84
C -1.29 -0.73 4.46
N -0.18 -0.40 3.77
C 0.93 -0.14 4.47
C -2.46 -1.08 3.61
C -3.58 -1.73 4.09
C -4.54 -2.16 3.19
C -4.35 -1.95 1.84
C -3.21 -1.28 1.44
N -2.30 -0.83 2.31
H 1.92 0.03 6.35
H -0.15 -0.55 7.63
H -2.22 -1.05 6.35
H 1.82 0.08 3.89
H -3.69 -1.93 5.15
H -5.42 -2.67 3.54
H -5.05 -2.30 1.10
H -3.01 -1.10 0.40
C 0.05 -1.74 1.02
C -0.43 -2.99 0.44
C -1.23 -3.86 1.19
C -1.72 -5.04 0.65
C -1.43 -5.40 -0.66
C -0.64 -4.55 -1.42
C -0.14 -3.36 -0.89
H -1.44 -3.60 2.22
H -2.32 -5.70 1.27
H -1.81 -6.32 -1.08
H -0.41 -4.80 -2.45
H 0.46 -2.71 -1.51
Br -4.68 1.68 -5.08
C -3.14 1.26 -4.06
C -1.98 0.86 -4.72
C -0.85 0.55 -3.97
C -0.89 0.64 -2.59
C -2.05 1.06 -1.95
C -3.19 1.37 -2.68
C -2.11 1.15 -0.45
O -3.15 1.45 0.12
O -0.99 0.85 0.15
H -1.97 0.80 -5.80
H 0.05 0.23 -4.48
H -0.02 0.40 -1.99
H -4.08 1.69 -2.17

Values from the calculation:
Multiplicity: 1
LUMO energy (alpha / beta) in Eh: -0.0304 / -0.0319
Kohn-Sham gap (alpha / beta) in eV: 5.6 / 5.6

Atom charges from the Löwdin analysis, given in e for atoms 1 to 6: atom 1 (Ti): 0.949, atom 2 (C): -0.119, atom 3 (N): -0.100, atom 4 (C): -0.374, atom 5 (N): -0.089, atom 6 (C): -0.304

=====

Respective energy values: -135512.970; -126899.360; -160365.742 eV.